Computed, not measured: the molecule C4H3NS, with wB97M-V/def2-TZVPD.

The geometry in XYZ format:
```
9
Properties=species:S:1:pos:R:3:forces:R:3
S 1.637384 -0.468173 1.500038 -0.3481 0.1597 -0.1889
N 3.228540 -2.090701 -1.733973 0.8951 -0.3519 0.0578
C 0.704205 -0.505478 0.036115 1.4859 -2.2599 -3.1813
C 0.067333 0.347175 0.986378 -2.8816 -2.9974 1.9818
C 0.964338 -1.045775 -1.233342 -0.9191 2.1181 2.8988
C 2.237537 -1.621366 -1.406934 -0.3141 -0.3020 -0.4284
H -0.921532 0.030332 1.583677 2.3641 0.6183 -1.5619
H 0.439310 -0.854949 -2.172463 -0.3680 -0.0268 0.7043
H 0.129381 1.327699 0.736655 0.0858 3.0419 -0.2823
```
Forces are in eV/Å.

* SMILES: N#C/C=C1/CS1
* molar mass: 97.1 g mol⁻¹
* strongest force on any atom: 4.61 eV/A
* LUMO level: 0.0003 Ha
* HOMO-LUMO gap: 9.164 eV